Record 1
Density functional theory data (ωB97M-V/def2-TZVPD) for a 2-piece molecular cluster, CH4NO2 overall.

LUMO level	4.78	eV
spin multiplicity	1
F_max	0.0528	hartree/bohr
gap between HOMO and LUMO	0.2270	Ha
charge	-1

XYZ file:
```
8
CH4NO2 | the Open Molecules 2025 dataset | ωB97M-V/def2-TZVPD
O -1.34 -1.21 -1.97
H -0.58 -1.80 -1.95
C -0.10 0.17 0.83
N 0.96 1.13 0.70
O -0.17 -0.72 1.64
H -1.20 -0.75 -1.11
H 1.82 1.12 1.28
H 0.61 2.06 0.57
```

Record 2
Density functional theory data (ωB97M-V/def2-TZVPD) for C20H23Cl3OOs as an isolated structure.

LUMO level (alpha / beta)	4.24 / 4.17	eV
spin multiplicity	5
F_max	0.1099	hartree/bohr
gap between HOMO and LUMO (alpha / beta)	0.0821 / 0.1895	Ha
charge	-2

XYZ file:
```
48
C20H23Cl3OOs | the Open Molecules 2025 dataset | ωB97M-V/def2-TZVPD
C -1.52 0.91 -2.83
C -1.64 -0.44 -3.39
C -0.46 -1.14 -2.99
C -2.80 -1.00 -4.17
C 0.46 -0.20 -2.38
C -0.22 1.03 -2.19
C 0.39 2.28 -1.60
C -2.62 1.94 -2.98
C -0.24 -2.59 -3.27
C 1.91 -0.48 -2.15
Os -1.61 -0.61 -1.27
Cl -3.59 -1.43 -1.23
Cl -2.21 1.09 0.23
Cl -0.40 -1.63 0.46
H -3.72 -0.48 -3.93
H -2.88 -2.07 -3.95
H -2.56 -0.87 -5.24
H -1.06 -3.17 -2.84
H 0.72 -2.93 -2.87
H -0.25 -2.74 -4.35
H 2.06 -1.53 -1.90
H 2.32 0.14 -1.35
H 2.50 -0.29 -3.06
H 1.13 1.97 -0.83
H -0.40 2.87 -1.09
H 0.90 2.89 -2.35
H -3.60 1.46 -2.75
H -2.67 2.27 -4.04
H -2.46 2.82 -2.32
O 0.23 2.64 2.23
H 0.12 1.61 1.71
C 3.75 -0.92 4.39
C 3.79 -0.20 3.17
C 2.67 0.54 2.74
C 1.46 0.48 3.44
C 0.28 1.27 3.09
C -0.98 1.02 3.62
C -1.12 -0.08 4.54
C 0.02 -0.75 5.01
C 1.34 -0.42 4.55
C 2.53 -1.04 5.05
H 4.63 -1.38 4.79
H 4.69 -0.20 2.54
H 2.67 1.25 1.89
H -1.81 1.71 3.28
H -2.12 -0.41 4.82
H -0.10 -1.54 5.78
H 2.44 -1.66 5.98
```

Record 3
Density functional theory data (ωB97M-V/def2-TZVPD) for a 2-piece molecular cluster, C3H7NO2 overall.

LUMO level	0.73	eV
spin multiplicity	1
F_max	0.0423	hartree/bohr
gap between HOMO and LUMO	0.3464	Ha
SMILES	C=CO.NC=O

XYZ file:
```
13
C3H7NO2 | the Open Molecules 2025 dataset | ωB97M-V/def2-TZVPD
C -1.34 1.19 0.89
C -1.91 0.01 1.15
O -1.16 -1.17 1.06
H -1.63 1.93 1.66
H -0.43 1.47 0.31
H -2.94 -0.08 1.46
H -0.55 -1.04 0.31
C 1.43 0.20 -0.85
N 1.78 -1.01 -1.43
O 0.96 1.11 -1.47
H 1.87 0.35 0.16
H 2.16 -1.09 -2.35
H 1.77 -1.87 -0.91
```

Record 4
Density functional theory data (ωB97M-V/def2-TZVPD) for a 2-piece molecular cluster, CH6Si2 overall.

LUMO level	-0.70	eV
spin multiplicity	1
F_max	0.0623	hartree/bohr
gap between HOMO and LUMO	0.3064	Ha

XYZ file:
```
9
CH6Si2 | the Open Molecules 2025 dataset | ωB97M-V/def2-TZVPD
C -0.06 -0.90 0.26
Si 1.03 0.63 0.15
Si -1.26 0.54 0.03
H -0.09 -1.21 -0.83
H 0.01 -1.87 0.74
H 1.31 1.06 1.55
H 2.44 0.26 -1.55
H -2.48 0.38 -0.87
H -1.69 0.88 1.41
```

Record 5
Density functional theory data (ωB97M-V/def2-TZVPD) for C51H55GeN5O8Pb as an isolated structure.

LUMO level	3.56	eV
spin multiplicity	1
F_max	0.0266	hartree/bohr
gap between HOMO and LUMO	0.1808	Ha
charge	-2

XYZ file:
```
121
C51H55GeN5O8Pb | the Open Molecules 2025 dataset | ωB97M-V/def2-TZVPD
Pb -1.32 1.20 0.01
C -2.22 2.50 -4.10
C -2.41 2.82 -2.62
O -2.87 1.88 -1.91
C -2.02 4.08 -2.18
C -2.04 4.53 -0.83
C -1.85 6.00 -0.56
N -2.20 3.68 0.14
N -2.28 4.22 1.42
C -2.48 3.26 2.28
O -2.56 2.00 2.06
C -2.64 3.68 3.71
C -2.07 4.86 4.18
C -2.18 5.21 5.52
C -2.86 4.39 6.41
C -3.43 3.21 5.94
C -3.31 2.86 4.61
H -1.24 2.04 -4.22
H -2.97 1.78 -4.41
H -2.27 3.39 -4.72
H -1.69 4.79 -2.93
H -1.72 6.54 -1.50
H -2.70 6.40 -0.02
H -0.98 6.16 0.08
H -1.55 5.49 3.48
H -1.72 6.13 5.88
H -2.94 4.66 7.45
H -3.95 2.56 6.63
H -3.71 1.92 4.24
O 1.41 -1.32 0.15
H 0.48 -1.44 0.36
H 1.44 -0.46 -0.32
C 2.13 -5.51 -5.83
C 2.60 -4.21 -5.19
N 1.51 -3.29 -4.89
C 1.44 -2.04 -5.63
C 0.89 -2.21 -7.04
C 0.73 -3.58 -3.82
O 0.95 -4.55 -3.11
C -0.40 -2.64 -3.56
C -1.56 -2.66 -4.33
C -2.56 -1.75 -4.04
C -2.36 -0.84 -3.00
N -1.25 -0.82 -2.27
C -0.30 -1.71 -2.54
H 2.98 -6.12 -6.10
H 1.55 -5.30 -6.74
H 1.50 -6.06 -5.13
H 3.28 -3.69 -5.87
H 3.14 -4.43 -4.27
H 2.45 -1.62 -5.67
H 0.84 -1.33 -5.06
H 1.52 -2.86 -7.64
H 0.83 -1.24 -7.54
H -0.12 -2.64 -7.01
H -1.67 -3.38 -5.13
H -3.47 -1.73 -4.61
H -3.07 -0.06 -2.78
H 0.60 -1.65 -1.95
O 0.90 0.90 -3.52
C 1.71 1.06 -2.60
O 1.53 1.04 -1.36
C 3.17 1.29 -3.03
C 3.49 1.26 -4.39
C 4.79 1.45 -4.83
C 5.80 1.70 -3.92
C 5.46 1.74 -2.57
C 4.18 1.54 -2.11
N 6.55 2.01 -1.60
O 6.24 2.14 -0.42
O 7.70 2.09 -2.04
H 2.68 1.07 -5.08
H 5.02 1.43 -5.89
H 6.83 1.86 -4.21
H 3.95 1.58 -1.05
Ge 0.31 0.72 2.43
C 0.26 -0.77 3.74
C 0.90 -2.00 3.55
C 0.79 -3.02 4.47
C 0.01 -2.86 5.61
C -0.65 -1.66 5.81
C -0.52 -0.63 4.89
C 2.21 1.24 2.35
C 2.53 2.53 2.75
C 3.84 2.98 2.80
C 4.88 2.13 2.44
C 4.58 0.83 2.04
C 3.26 0.40 1.99
H -0.20 1.87 3.34
H 1.52 -2.14 2.67
H 1.30 -3.96 4.30
H -0.10 -3.67 6.32
H -1.27 -1.52 6.69
H -1.04 0.31 5.07
H 1.73 3.21 3.04
H 4.06 4.00 3.10
H 5.90 2.47 2.46
H 5.38 0.16 1.75
H 3.05 -0.61 1.65
C -1.16 -2.98 1.00
C -2.21 -2.04 1.57
C -3.46 -2.10 0.65
C -1.82 -0.60 1.45
C -2.65 -2.44 2.99
C -3.56 -1.63 3.68
C -4.03 -1.99 4.93
C -3.61 -3.17 5.53
C -2.71 -3.98 4.85
C -2.24 -3.61 3.60
H -0.88 -2.64 -0.01
H -1.54 -4.00 0.90
H -0.26 -3.01 1.61
H -3.15 -1.97 -0.39
H -4.19 -1.33 0.89
H -3.93 -3.08 0.76
H -2.25 -0.02 2.27
H -3.89 -0.70 3.24
H -4.72 -1.34 5.44
H -3.97 -3.45 6.51
H -2.36 -4.90 5.31
H -1.52 -4.25 3.11
```

Record 6
Density functional theory data (ωB97M-V/def2-TZVPD) for one molecule with the formula C5H8O2S.

LUMO level (alpha / beta)	-1.67 / -1.45	eV
spin multiplicity	1
F_max	0.0388	hartree/bohr
gap between HOMO and LUMO (alpha / beta)	0.2708 / 0.2658	Ha
SMILES	C#S(=O)O/C(C)=C\C

XYZ file:
```
16
C5H8O2S | the Open Molecules 2025 dataset | ωB97M-V/def2-TZVPD
C -0.55 -0.45 0.01
C 2.05 0.92 -1.13
C 0.48 0.44 0.24
C -0.43 -1.91 0.20
C 0.14 1.90 0.43
O 3.59 -1.10 -0.24
O 1.58 -0.05 0.95
S 3.10 0.19 0.20
H -1.47 -0.06 -0.38
H 2.00 0.13 -1.91
H 0.60 -2.23 0.20
H -0.99 -2.47 -0.55
H -0.85 -2.17 1.18
H 1.02 2.48 0.66
H -0.57 2.01 1.25
H -0.31 2.30 -0.48
```

Record 7
Density functional theory data (ωB97M-V/def2-TZVPD) for C18H20IrN4O3 as an isolated structure.

LUMO level (alpha / beta)	-6.76 / -8.84	eV
spin multiplicity	2
F_max	0.0061	hartree/bohr
gap between HOMO and LUMO (alpha / beta)	0.2811 / 0.2053	Ha
charge	+2

XYZ file:
```
46
C18H20IrN4O3 | the Open Molecules 2025 dataset | ωB97M-V/def2-TZVPD
Ir -0.06 -0.36 0.04
O -1.87 -0.71 0.95
C -2.05 -1.51 1.91
C -3.41 -1.71 2.33
C -3.73 -2.57 3.34
C -2.70 -3.26 4.00
C -1.36 -3.07 3.63
C -0.99 -2.23 2.61
C 0.43 -2.07 2.37
N 0.96 -1.37 1.44
C 2.42 -1.20 1.31
C 2.74 -0.95 -0.16
N 1.75 0.01 -0.67
C 2.10 1.03 -1.38
C 1.21 2.08 -1.80
C 1.75 3.08 -2.63
C 1.00 4.16 -3.03
C -0.32 4.28 -2.58
C -0.87 3.32 -1.75
C -0.12 2.21 -1.36
O -0.74 1.32 -0.56
H -4.17 -1.15 1.79
H -4.76 -2.71 3.64
H -2.94 -3.94 4.81
H -0.59 -3.60 4.18
H 1.10 -2.58 3.06
H 2.94 -2.07 1.69
H 2.70 -0.32 1.90
H 2.64 -1.88 -0.74
H 3.75 -0.58 -0.28
H 3.14 1.13 -1.66
H 2.78 2.99 -2.96
H 1.42 4.92 -3.67
H -0.91 5.13 -2.88
H -1.88 3.40 -1.39
C -0.23 -2.04 -4.23
N -0.36 -1.74 -2.81
C -0.05 -2.59 -1.83
N 0.40 -3.81 -2.13
O -0.18 -2.31 -0.58
H -0.58 -1.19 -4.79
H -0.84 -2.90 -4.51
H 0.82 -2.22 -4.50
H -0.74 -0.85 -2.53
H 0.34 -4.19 -3.06
H 0.54 -4.45 -1.37
```

Record 8
Density functional theory data (ωB97M-V/def2-TZVPD) for one molecule with the formula C7H6F13O4PS.

LUMO level	0.13	eV
spin multiplicity	1
F_max	0.0123	hartree/bohr
gap between HOMO and LUMO	0.4187	Ha
SMILES	O=[PH2]OC(=O)OCCC(F)(F)C(F)(F)C(F)(F)C(F)(F)S(F)(F)(F)(F)F

XYZ file:
```
32
C7H6F13O4PS | the Open Molecules 2025 dataset | ωB97M-V/def2-TZVPD
O 5.83 -2.71 -0.17
P 4.83 -2.17 0.75
O 4.98 -0.61 1.18
C 4.47 0.40 0.40
O 5.14 1.23 -0.11
O 3.13 0.34 0.39
C 2.52 0.82 -0.82
C 1.03 0.53 -0.73
C 0.22 1.68 -0.17
F 0.43 1.83 1.15
F 0.59 2.84 -0.76
C -1.32 1.60 -0.42
F -1.91 2.58 0.27
F -1.53 1.80 -1.73
C -1.96 0.23 -0.03
F -1.34 -0.24 1.06
F -1.73 -0.62 -1.05
C -3.49 0.35 0.28
F -3.62 0.94 1.47
F -4.04 1.13 -0.66
S -4.49 -1.28 0.30
F -4.26 -1.41 -1.27
F -3.17 -2.13 0.57
F -4.72 -1.19 1.86
F -5.82 -0.46 0.06
F -5.31 -2.61 0.26
H 4.79 -2.74 2.03
H 3.51 -2.23 0.28
H 2.96 0.30 -1.68
H 2.74 1.89 -0.94
H 0.89 -0.33 -0.07
H 0.63 0.23 -1.70
```